Entry 1:
The following is a DFT calculation (wB97M-V/def2-TZVPD) of a molecular structure, C45H45BrCl2IN10O9SSeY at a distorted geometry.

XYZ file:
```
116
Properties=species:S:1:pos:R:3:forces:R:3
C 0.88457 -3.90142 2.45705 0.2196 0.0257 -0.0258
C -3.99650 1.20257 -2.03850 -0.5251 -0.2024 -0.0684
H -1.76913 -4.42689 -2.93321 -0.0728 0.0722 -0.0586
H 3.45970 4.08587 0.66830 -0.0320 -0.0340 0.0291
C 2.06514 -0.89937 1.01446 0.1608 -0.0478 -0.4502
O -1.67656 -2.34417 1.39548 -0.2539 0.1741 0.0327
C -1.89661 -1.49228 -2.38642 0.0028 0.0665 -0.0179
O 4.28826 -5.01355 1.17528 0.2120 -0.1040 -0.0535
H 0.47105 -3.85820 3.46409 -0.0614 0.0071 0.0797
C 0.54941 -5.94809 -0.97981 0.0245 -0.1490 -0.0167
H 0.80521 -2.91121 2.02422 -0.0423 0.0386 0.0093
C 3.12351 -4.17872 1.18421 -0.3736 0.2815 -0.2984
H 4.09743 -2.38967 2.02247 0.0258 0.0425 -0.0469
C -2.70231 1.57862 -4.37850 0.2788 0.1967 0.2209
C -3.79899 -2.64316 -3.30585 0.2519 -0.0113 0.3146
N -1.00181 -0.02133 0.52608 0.5824 -1.1296 -0.4809
H -4.41690 0.73162 -5.35254 0.0563 -0.0043 0.0199
H 1.85379 5.93707 1.67562 -0.0413 -0.0145 0.0217
H 4.11625 -3.96220 3.66537 0.1458 0.0243 0.0473
H 2.18154 -6.52954 0.23846 0.0129 -0.0864 -0.0289
C -2.12119 0.56828 0.93068 -1.4717 0.7108 0.2887
N -4.51201 -3.10690 -4.40980 -0.2243 -0.0678 -0.2667
H 2.03511 6.58021 -3.74158 0.1274 -0.0408 0.1433
H -4.48873 -2.48281 -5.20193 -0.1002 -0.0354 -0.0024
H -5.44583 -3.41455 -4.18009 0.0391 0.0816 -0.1441
O 1.99979 5.73937 -3.27019 -0.0654 0.1947 -0.2002
H 3.58214 7.73058 -2.64667 -0.0262 -0.0018 -0.0150
Cl 2.85350 1.37694 2.43868 0.8424 -0.1516 0.5478
I -0.74780 4.78248 0.37058 -0.4861 1.6625 -0.5246
H -1.00312 -0.89915 -2.49616 0.1764 0.0939 -0.1117
H 0.24641 -4.55791 1.86695 -0.0574 0.0054 -0.1132
C -2.28681 -1.87964 -1.11980 0.2884 0.1221 0.4305
C -3.95255 1.00547 -4.40984 -0.2661 -0.1193 0.1653
H 2.62686 -6.06836 -1.39646 0.0033 -0.0476 0.1171
C 1.38470 7.45900 3.10099 0.0159 0.0953 -0.0072
C 3.74367 -2.75621 1.06270 0.4403 -0.5426 0.2702
H 0.62511 8.92605 4.47019 0.0469 0.1054 0.0953
C -2.64841 -1.87382 -3.48151 -0.1243 -0.1121 0.0151
H 1.62969 -6.46323 2.16780 -0.0654 -0.1084 -0.1021
C 2.32480 -4.41524 2.52220 0.0022 -0.1840 0.1460
H -2.35664 -1.57917 -4.48056 0.0622 0.0365 -0.0554
Y 0.58179 1.90466 1.20026 0.4388 -1.7083 -1.4546
H 4.61318 -2.87879 0.41141 -0.1622 0.0647 0.1036
C -1.33182 -5.15175 -2.26449 -0.0211 0.0050 -0.0147
C -4.61178 0.77418 -3.20848 -0.0394 0.1164 -0.2032
C 2.34716 -0.35416 -0.98854 -0.0415 -0.0153 0.3626
C -0.93226 8.00893 3.33764 -0.0358 0.0449 0.0545
C -0.01978 -5.02413 -1.85202 -0.0277 -0.1631 0.0856
H -5.06483 -3.63165 -1.88265 -0.0671 -0.0388 0.0084
C 3.05163 -3.73682 3.69518 -0.0785 -0.1359 -0.1942
C -0.25202 6.28655 1.78300 -0.0718 -0.2988 -0.2911
C -0.80285 2.46408 -3.10590 1.3192 0.4268 -0.0426
C 0.38538 8.20060 3.70814 0.0121 0.0219 -0.0024
H 4.93360 7.90409 -0.60328 0.0904 0.0578 0.0065
Br -3.03184 6.81014 1.91290 -0.6312 0.1002 0.0943
H -0.20975 2.36217 -4.02343 -0.0693 0.2561 0.0975
N -0.29472 3.04048 -2.06956 -0.6449 -0.9677 0.4375
C -0.23208 -6.99914 -0.51979 0.0245 -0.0070 -0.0114
C -3.41910 -2.64344 -0.93463 0.0158 0.1010 0.1384
C -4.30820 0.48521 1.52227 -0.1123 0.1001 0.1074
C -4.26027 1.78260 1.99804 0.0097 -0.1231 -0.1752
N -2.80884 1.76253 -1.99862 0.5317 0.2104 0.1931
C 4.32182 5.99286 0.15931 0.1170 0.0601 0.0817
H 1.37921 -3.79173 0.00408 0.0832 -0.0171 -0.0872
O -1.13000 4.25510 3.45794 -1.1459 0.2202 -0.1996
C -2.08485 -6.21294 -1.79477 0.3253 -0.0841 0.1351
C 1.98257 -5.80291 -0.55025 0.0568 0.1297 0.0518
C 3.51167 4.89320 -0.05259 -0.0529 -0.0786 -0.1468
H -2.95323 3.48831 2.10286 0.2141 0.0795 -0.0137
H -5.57455 0.28378 -3.18751 -0.0643 0.0117 0.0740
C 2.24571 -5.91351 2.87380 0.0889 0.2066 -0.1279
N 2.93195 -1.74480 0.45634 -0.4627 0.3981 0.3066
Se 0.20096 3.36145 3.54133 -0.1881 1.6580 2.4864
H -3.66255 -2.92617 0.07535 -0.1654 -0.1002 0.1477
C 1.07153 6.52047 2.13516 -0.0138 -0.1249 -0.2327
H -2.15304 1.78737 -5.28482 0.0656 -0.0388 -0.1132
Cl -3.71481 -6.40089 -2.33160 -0.4896 -0.1282 -0.1416
C 2.74212 5.82927 -2.13483 0.0611 -0.0482 0.1382
H 1.77698 -6.01759 3.85071 -0.0636 -0.0113 0.0888
H 4.92606 6.04864 1.05262 0.0428 0.0282 0.0782
O 0.93913 3.65784 4.91633 0.8810 -0.1026 0.8917
H 0.18880 -7.72892 0.16072 0.0613 0.0071 0.0657
N 3.11827 -1.40050 -0.83020 0.4438 -0.1024 -0.9101
S -1.17276 -1.60964 0.25931 0.4861 -0.7575 -0.1583
H -2.15773 -7.95133 -0.54535 -0.0618 -0.0488 -0.0082
H -5.21719 -0.10987 1.56979 -0.0920 0.0633 0.0356
H -4.48442 1.08675 -1.07750 -0.0796 -0.0774 -0.0277
C 4.33189 7.02124 -0.76749 -0.0023 -0.0048 0.0088
H 3.23473 -6.36437 2.92799 0.0796 -0.1006 0.0555
H -5.10726 2.25441 2.47029 -0.0148 0.0655 0.0064
N 1.68538 0.00174 0.12829 0.3046 -0.4343 0.2158
O -0.16203 1.77599 3.31406 -0.1374 -0.7872 -0.1950
H -1.73181 8.58889 3.77482 -0.0187 0.0035 0.0837
N -3.27176 -0.12010 0.97627 -0.2587 0.0820 0.1092
H 4.01564 -5.90820 0.94644 -0.0263 0.0717 0.0592
H 1.73246 -0.96593 2.03145 0.0596 0.0198 0.1307
C -2.13323 1.92972 -3.13974 -0.9114 -0.4331 -0.0926
H 2.41766 7.60654 3.38161 0.0805 -0.0223 0.0219
C -1.23510 7.04893 2.39230 0.1468 -0.0762 -0.3214
C -1.55083 -7.13905 -0.91661 -0.1026 0.0824 -0.0779
C 1.75667 3.66078 -1.22962 -0.4999 -1.0455 -0.4507
O 0.07705 -2.14816 -0.25060 -0.2495 0.4259 -0.2209
O 1.14220 3.72556 2.22134 0.3453 0.2847 0.3861
C -4.18320 -3.01995 -2.02028 0.0146 0.0774 -0.1365
C -3.06058 2.45656 1.79454 -0.2045 0.2049 0.2280
C 2.70134 4.80081 -1.18228 0.0358 0.0721 -0.0544
C 3.55919 6.93064 -1.91230 0.0265 0.1226 -0.0620
H 2.86313 -3.88417 -0.90938 -0.0657 0.0671 0.0479
H 2.25616 0.17483 -1.91698 0.0525 0.1158 -0.1513
N -2.00603 1.87621 1.25946 0.0777 -0.4899 -0.2301
C 2.30035 -4.36305 -0.10614 0.2292 -0.1651 0.1654
N 0.84922 3.65962 -2.17190 0.8128 0.9657 -1.0473
H 0.56203 -4.18629 -2.19936 0.0733 0.1949 -0.0203
O 1.90147 2.70789 -0.39997 -0.0250 0.5217 -0.1962
H 2.65424 -4.10844 4.63804 -0.0703 -0.0305 0.0814
H 2.91102 -2.66054 3.68960 0.0325 0.1798 0.0365
```
Positions in Å, forces in eV/Å.

Results
**Kohn-Sham gap**: 6.630 eV
**HOMO**: -3.11 eV
**Total charge**: -2


Entry 2:
The following is a DFT calculation (wB97M-V/def2-TZVPD) of a molecular structure, C45H45CoN7O2P2S at a distorted geometry.

XYZ file:
```
103
Properties=species:S:1:pos:R:3:forces:R:3
C 3.35951 -3.12575 1.00132 -0.5020 -7.7055 -0.6159
C -0.83097 4.43956 1.36055 -1.3301 0.3889 2.0857
H 0.30048 -2.96308 4.82768 0.1037 0.4756 0.1012
H 3.70547 -0.16529 -6.81097 -0.4908 0.6475 -0.3649
N 3.22982 -0.34463 -3.04997 1.8419 1.1575 -1.0074
C 0.85993 6.10558 0.88607 0.2759 -0.4198 0.2783
N 3.23177 -1.88061 1.02456 0.3563 6.7202 2.5190
C 4.49438 0.53664 3.29577 -1.0959 1.8864 -0.1924
C -2.61798 1.51636 -3.56644 0.5175 0.3801 0.1320
H -3.18070 0.38937 5.02128 0.4643 -0.6893 0.8589
C 4.13339 -0.41862 -5.86157 -0.4582 -1.3006 0.1390
H 0.84059 4.14701 0.08676 0.5498 -0.8827 -1.0951
C -3.50009 -0.06847 -5.12299 0.0714 2.0007 -0.9965
C -5.54972 -1.33040 -0.44114 0.2320 0.1401 0.2382
N -0.06214 -3.21941 2.76620 0.1199 -0.7137 -0.1153
C 0.26134 6.97794 1.83304 1.4705 -0.4216 -2.0251
C 3.25593 -5.82976 1.49071 -0.4510 -6.0023 -5.1178
H -3.38694 -2.09282 -4.55150 0.1880 0.5400 0.3566
H 3.81696 -2.35268 -4.86730 -0.1572 -0.1375 -0.2206
C -1.83667 2.41722 -0.54217 0.8141 -0.3293 1.1226
N 3.70484 -2.61641 3.11872 0.5131 0.0518 -2.2972
H -1.31796 1.12335 3.53277 0.3654 0.1394 0.2929
H -1.29015 7.35923 3.15105 0.1583 -1.2609 -0.1764
H -4.27346 -2.40852 2.40740 1.0424 0.2319 -0.1193
P -1.99266 0.63503 -0.89618 1.0755 -0.2854 -0.3566
H -6.44143 -1.48417 -1.03923 0.1337 0.1906 -0.0503
H -4.28307 3.18815 1.06255 0.5035 -0.9769 1.1518
N 0.30165 -1.26101 2.02429 0.6196 1.2340 -0.7849
H -2.36116 5.03688 2.93935 1.1317 0.0847 -0.7043
H 5.04574 -0.88101 -6.19932 0.6685 -0.1846 0.4460
C -2.28907 0.51529 -2.66338 -0.5041 -1.7421 -0.1012
C 3.52832 -5.07709 2.49389 0.7918 1.1710 3.5023
C -2.33508 1.42117 3.38335 -1.1733 0.2782 -1.6158
C -4.19832 -1.84748 1.47147 -1.1515 -0.3125 0.7751
C 0.29617 -2.46299 3.87046 -0.4163 -1.8873 -0.1555
H 0.64810 8.00673 1.91160 -0.2723 -0.6811 0.2539
H 4.34127 1.44031 -2.86295 0.2269 -0.5238 -1.0288
C -2.67995 2.19416 2.23546 0.6358 0.0756 0.4049
C -1.43002 5.29645 2.36968 0.3028 -0.6890 -1.3413
H 4.07423 -2.50631 4.04502 -0.0631 -0.4092 0.5723
C -3.14011 1.24994 -4.83994 0.1273 -0.9015 1.3846
H 5.26174 -0.01790 -3.23258 0.6623 -0.1044 -0.1309
H 5.24519 1.33249 -5.28612 -0.2754 -0.1430 0.1643
C 4.39331 0.53954 -3.53377 -0.5237 -0.2990 2.3410
C 0.53901 -1.24300 3.38529 0.0103 1.1988 -0.0402
C -3.36920 0.93289 4.13790 -1.4426 0.2451 -0.0163
H -1.34846 -3.34589 0.29534 -0.5887 -0.7153 -0.1411
H 2.80375 -3.68429 -1.06778 -0.3298 0.5341 -0.1828
H -2.34169 2.51567 -3.26905 -0.3596 0.4089 -0.1728
C -2.47772 -0.84098 -3.06702 0.1669 0.9116 0.4671
H 3.58324 -5.54829 3.41859 0.3732 -0.3429 1.8507
H 1.72649 -0.27133 -4.53188 -0.8066 1.0766 0.0063
H 2.47875 -1.81009 -6.00681 0.6965 -0.2747 0.8326
H 2.92658 -6.02524 -0.64007 0.2998 -0.0826 0.1772
C -5.01113 1.99954 2.74878 0.1482 -0.7767 1.0247
C -5.40971 -1.98053 0.76682 1.2986 -0.1523 -0.0008
P -1.31772 2.71451 1.21382 -0.0155 0.4790 -1.1382
C -0.03006 -2.46850 1.63895 -0.0608 -0.2278 1.5364
O -0.12230 1.85944 1.52399 1.1563 -0.5876 0.2412
C -0.34955 -2.96601 0.28055 1.4181 -1.7041 1.5143
H 5.25924 0.11224 3.84497 1.6669 -0.6223 0.7994
H 0.42465 -3.75641 0.01008 -1.1488 0.8293 0.0234
H -3.96349 -0.21453 -6.10843 0.1059 -0.5190 0.6715
H -2.21076 -0.99708 1.59183 -0.2479 0.1705 0.0569
C 3.21183 -1.51355 -5.21462 0.3497 0.2120 -0.8845
H 0.84530 -0.34268 3.92489 -0.2405 -0.4016 -0.3981
H -6.08606 -2.70155 1.21350 -0.4405 0.3185 -0.4717
H -0.35233 -2.14523 -0.34802 0.2877 1.4527 -1.5790
H 3.51825 1.49062 -5.19451 -0.2126 0.2624 0.0501
H 1.82117 -1.70145 -3.53919 -0.0573 -0.0832 -0.4844
C 2.81217 2.00012 2.34657 -0.8289 1.1656 0.8522
C 2.40892 -0.94881 -4.08020 -0.6887 -1.2352 0.3835
H 1.80118 6.28324 0.32955 -0.7815 0.5275 0.5314
C -3.99062 2.50832 1.92327 -1.2800 0.3907 -0.2140
N 2.56896 0.75292 2.09003 -0.6652 -0.6097 -0.7139
C -0.83785 6.54600 2.53027 -1.3300 1.5102 0.9974
H -2.75112 2.93557 -0.54864 -1.6386 0.4897 -0.4549
C 0.31743 4.83347 0.67926 -0.5547 1.4766 1.3001
C 2.98882 -4.00433 -0.06098 1.5627 3.2419 0.6398
C -4.52428 -0.45998 -0.86970 -0.9899 -0.7890 2.0760
O -0.68784 -0.07898 -0.51620 -0.9141 0.4752 -0.1403
N 2.07598 0.35394 -1.03082 -0.9563 0.4336 2.0047
H -0.21393 -4.21243 2.76888 -0.2563 -0.1415 0.1456
H -4.79243 0.07543 -1.72155 0.3067 0.9546 -1.5108
S 4.23183 2.26392 3.25660 0.1647 -1.0437 0.1479
C -4.74488 1.18405 3.85789 3.3855 1.4500 -1.1663
C 2.68439 0.04734 -1.95065 -0.4522 -0.4244 -0.9066
C 3.52073 -0.10636 2.62646 -0.0828 1.6582 0.1195
H -6.04718 2.20710 2.65827 -0.6952 0.6051 -0.8200
Co 0.87109 0.27562 0.77547 0.5877 0.4237 -0.0976
H -1.20941 2.91444 -1.29649 0.1894 -0.3037 0.4028
C -3.16277 -1.03105 1.07093 -0.2990 0.5362 -0.8428
H 2.04441 2.83793 2.23655 1.2472 -1.3361 -0.3891
C 3.67579 -3.73800 2.27923 -0.6779 5.0724 -0.3753
H -3.29618 2.04212 -5.53187 -0.1577 0.4500 -0.4144
H 3.27276 -6.96997 1.60393 -0.2301 1.8615 -0.0726
C -3.16217 -1.05875 -4.23441 0.0499 -2.4204 -0.8017
C 3.11947 -5.33910 0.18122 -0.9185 -3.0683 0.7891
C 3.51104 -1.49404 2.29656 -1.0346 -2.1099 -2.2175
C -3.37316 -0.24687 -0.10138 0.2085 -0.6433 -0.4658
C 4.32796 0.79937 -4.98837 0.2442 0.9629 -0.9699
H -5.42042 0.92154 4.62427 -1.1359 -0.4279 0.1840
H -2.09926 -1.67604 -2.45538 -0.5043 0.4665 -0.2498
```
Positions in Å, forces in eV/Å.

Results
**Kohn-Sham gap (spin up / spin down)**: 7.367 / 3.200 eV
**HOMO (spin up / spin down)**: -15.27 / -15.28 eV
**Total charge**: +3
**2S+1**: 5


One value per record, in order, for molar mass: 1347.56, 868.85 g/mol.